A 8-piece molecular cluster, C35H78BrN2O13 overall in a non-equilibrium geometry, computed with the ωB97M-V functional and the def2-TZVPD basis.

```
! RIJCOSX wB97M-V def2-TZVPD def2/J DEFGRID3
* xyz 1 1
H -3.50643 -1.03894 -1.26288
O -5.82488 -2.40858 3.76535
H 3.02757 1.25747 -0.57310
O -1.01977 0.86801 -2.59341
H -2.54900 5.04411 0.46017
H -1.89864 2.34128 -1.29274
C -3.13084 -0.37244 -0.48764
H -2.61649 4.18273 -1.04861
O 2.00656 -2.12523 -3.34705
H 3.11999 -5.83087 -0.10053
C -1.97784 0.13428 -3.36473
C 1.67191 3.69050 -3.57079
C -3.04780 4.22247 -0.04651
H -5.27721 -2.84077 0.46688
H -5.11368 -2.12188 4.35597
H 8.47893 -0.79452 -1.41510
H 4.99586 -2.39181 3.88505
C 4.01543 4.40726 2.29299
H 4.66234 -0.79387 3.18741
C 1.42773 -0.57273 -1.61467
H 4.18117 -5.99893 1.31549
H -3.90661 -1.72651 6.21308
O 3.49327 3.12665 -1.13227
H -0.34349 3.23967 -2.06742
C -3.13679 -0.00194 5.74556
H 5.20561 2.32517 -0.29029
H 4.74322 -1.83977 -1.72859
C 0.70117 0.66570 -1.06939
C 1.52051 -0.77516 -3.13058
C 7.98244 -1.69330 -1.04344
H 4.77260 1.66230 -1.91568
H 2.36703 2.58437 0.44337
H 0.56826 -3.66176 -0.98864
H 4.38121 5.08174 1.52694
H -4.41833 -2.66029 -2.69777
O 6.84518 -1.34885 -0.24913
C -5.96080 -2.02023 0.66602
H 2.07311 -4.14315 1.01433
H -3.81097 -2.35953 -4.92028
H -1.36189 -1.35623 -1.13088
H -4.04237 0.65337 -2.80191
H 5.22189 -2.11513 2.13656
H -3.70409 0.54302 -4.49786
C 3.39936 -2.14248 -3.28032
H 7.15916 -0.82928 0.49505
C 0.01372 2.95875 -1.07240
H -5.39474 -0.36591 1.98525
N -1.75449 2.20593 0.65064
H -6.53722 -1.87521 -0.24671
C -3.40681 -3.15391 -4.28764
H -7.67867 -3.25265 3.92718
H 1.56642 6.05628 1.25240
H 8.69105 -2.28688 -0.46244
H -2.12733 -0.38177 5.57396
H 4.22184 3.36845 2.04726
H -1.70093 -3.44906 -0.62076
H 4.58405 -3.55986 -2.17706
H -3.20445 0.41374 6.75206
H 5.41246 3.28717 -1.73609
C 1.26870 2.10098 -1.44530
N -1.15319 2.06428 -0.65282
H -4.71092 2.22209 1.17798
C -5.16571 -0.73011 0.98943
H 0.86997 -1.44226 -1.28002
H -4.14298 3.48782 2.24187
H -6.52068 -3.78152 5.16317
H -1.25549 -0.69012 0.47032
H -3.95413 -4.07906 -4.47232
H 7.63466 -2.28175 -1.88851
O 0.27625 -3.74161 -0.07431
H -5.44660 0.01245 0.24219
H 2.23398 5.24959 3.23575
O 0.10595 4.18845 -0.48521
O -4.10111 -1.03935 5.56830
C -2.79289 2.95468 0.71379
C 1.81268 5.00556 1.11364
H -7.24946 -2.15532 5.25570
C 1.31266 -0.61951 1.08040
H 0.57039 -0.70926 -3.64660
C 4.05109 -2.62905 -2.01402
O 2.57101 -4.75000 1.57692
C -3.64130 -0.93070 0.83778
C 4.60942 -1.86613 3.00883
C -1.57911 -0.46891 -0.53610
C 1.68979 2.30857 -2.90727
H -0.26988 4.81817 1.42176
H -1.55668 0.08874 -4.36858
C 2.53778 2.22868 -0.56820
H -3.11741 1.95734 -3.68286
H 2.15741 -1.23302 0.80478
C 2.47790 4.56340 2.42982
H -1.42760 -4.27760 0.92920
C 3.58154 -5.30079 0.73753
H -6.61720 -2.23215 1.49834
H -1.17109 -5.15052 -0.59346
H 2.44416 -0.60186 -1.24088
H 2.24390 -0.13902 -3.63314
O -3.48824 -2.78888 -2.90601
H 0.56615 3.29787 1.41465
H -2.13397 -0.90285 -3.08013
C 0.49431 4.24918 0.88981
H 2.66024 1.87251 -3.12384
C -0.86077 0.65019 -1.20894
C -6.87099 -2.92619 4.57875
O 4.04209 -1.77704 -4.23847
C 4.77177 2.54386 -1.26810
H -2.35859 -3.30644 -4.53288
H -3.37854 -1.98797 0.86060
H 3.20432 -3.16098 2.61944
H -3.09871 -0.48237 1.67269
H 2.48209 4.91807 0.26310
C 0.87004 0.48847 0.46760
C -1.08294 -4.18283 -0.09708
Br 2.06333 5.38120 -2.69247
H -3.35180 0.78046 5.02216
H 0.73417 -0.97378 1.92666
C -3.83570 2.58271 1.71343
H 4.22233 -4.49568 0.36443
O 1.42569 3.75448 -4.76536
H -4.11446 4.40349 -0.12399
H 4.46198 4.61080 3.26189
H 0.99804 1.73526 -3.51815
H 2.10365 3.58956 2.75831
H 3.33363 -2.76874 -1.21055
H 0.53610 1.29611 1.11310
C -3.29405 0.89273 -3.54956
H -3.47161 1.86285 2.43580
O 3.24637 -2.20724 2.77762
H -3.51024 0.61909 -0.72599
*
```

Values from the calculation:
HOMO energy = -11.279 eV
Calculated total energy = -5041.48711 a.u.